Arrangement one

Formula: C4H13N2
Source: the OMol25 dataset
Level of theory: ωB97M-V with the def2-TZVPD basis set

The orbital gap comes out at 12.0 eV. The total charge is +1. Its LUMO energy is -3.0 eV.

Positions of all 19 atoms, in Å:
C  -0.1146  3.0305  0.3837
N  -0.9074  2.3288  -0.3020
H  -0.3671  3.9822  0.8458
H  0.8950  2.6609  0.5647
H  -0.3361  0.9563  -1.1785
H  -1.8359  2.7365  -0.3981
C  -0.0744  -1.1477  -0.7779
C  0.4006  -0.9410  0.6471
C  0.2080  -2.2199  1.4547
N  0.1303  0.0969  -1.6082
H  -1.1365  -1.3756  -0.8129
H  0.4594  -1.9517  -1.2861
H  -0.1658  -0.1195  1.0880
H  1.4527  -0.6499  0.6438
H  0.8075  -3.0330  1.0448
H  -0.8403  -2.5253  1.4506
H  0.5082  -2.0732  2.4868
H  -0.2121  -0.0473  -2.5574
H  1.1284  0.2921  -1.6890

Arrangement two

Formula: C4H13N2
Source: the OMol25 dataset
Level of theory: ωB97M-V with the def2-TZVPD basis set

The orbital gap comes out at 7.5 eV. The total charge is +1. Its LUMO energy is -7.5 eV.

Positions of all 19 atoms, in Å:
C  1.0956  -1.0573  -0.0901
N  2.4031  -1.3908  0.0751
C  0.9131  0.5930  0.4507
N  -0.3946  0.7019  0.4358
C  -3.6859  -0.1366  0.0381
C  1.6359  1.4303  -0.6259
H  0.6797  -1.0946  -1.0994
H  0.4255  -1.6512  0.5258
H  2.6315  -2.2162  0.6099
H  3.0191  -1.2904  -0.7206
H  1.3155  0.6498  1.4611
H  -0.7420  1.1897  1.2754
H  -2.5990  -0.1583  0.0628
H  -4.0128  0.1456  -0.9541
H  -3.9854  -1.1205  0.4218
H  -3.9802  0.5385  0.8383
H  2.6635  1.0946  -0.7636
H  1.0985  1.2984  -1.5680
H  1.5190  2.4741  -0.3732

The least stable of the structures above is arrangement two, whereas arrangement one is the most stable.